Computed, not measured: a single C5H3N3O2S molecule at a distorted geometry, with the ωB97M-V functional and the def2-TZVPD basis.

Element x y z (Å)
C -1.489 2.151 -0.184
C 0.930 1.258 -0.055
C 0.492 -1.270 0.073
C -0.289 1.749 -0.188
C -1.634 -0.374 0.298
N -2.686 1.915 0.050
N 1.215 -0.109 -0.062
N -0.842 -1.493 0.220
O -1.258 -2.697 0.160
O 2.595 -0.414 0.077
S -3.100 0.252 0.094
H 1.872 1.740 0.235
H 1.110 -2.059 -0.007
H 3.086 -0.649 -0.712

Summary:
E in hartree: -904.8987
Energy above the lowest of the compared OMol25 structures with the same formula, charge and spin in kcal/mol: 147.6
HOMO energy in eV: -8.27
Kohn-Sham gap in eV: 7.2541